No. 1
Formula: C13H46O13
Source: the Open Molecules 2025 dataset
Level of theory: wB97M-V/def2-TZVPD

Summary:
SMILES: OCCO.OCCO.OCCO.CO.CO.CO.CO.CO.CO.CO
Gap between HOMO and LUMO: 9.53 eV
HOMO level: -9.591 eV
LUMO energy: -0.1 eV

Structure (XYZ):
```
72
Properties=species:S:1:pos:R:3:lowdin_charge:R:1
H 2.092 1.817 -1.551 0.049
H 0.655 1.299 1.414 0.075
O -3.615 1.729 -1.951 -0.127
H 2.124 -1.956 -3.962 0.114
C 2.280 2.863 -1.282 -0.142
H 0.560 0.338 -1.971 0.029
H 5.631 1.158 1.018 0.076
H -2.039 -0.103 -6.175 0.076
H 2.630 -0.469 -2.336 0.083
H -1.960 -2.985 2.988 0.117
H -2.313 -1.084 -4.300 0.117
H -2.346 1.395 -0.458 0.070
H -0.408 3.389 0.694 0.043
H 3.245 2.871 -0.772 0.082
H -0.423 5.100 1.247 0.081
C 2.980 -3.216 1.434 -0.119
C -1.320 -0.647 -4.413 -0.226
H 4.766 0.535 3.564 0.076
C -3.356 -1.870 1.710 -0.240
H 0.898 -1.161 -0.084 0.067
H -2.013 3.276 2.647 0.024
C 2.725 -2.397 -3.158 -0.239
O -4.759 -1.903 1.427 -0.066
C 3.425 -1.163 -2.629 -0.225
O -1.402 0.220 -5.538 -0.062
H -4.571 -2.389 3.881 0.081
C 4.502 0.655 2.514 -0.175
H -5.179 -1.336 2.084 0.076
H -2.838 -2.274 0.834 0.120
H -3.934 0.395 4.093 0.074
H 3.713 -2.004 -0.892 0.037
H 4.479 -0.335 2.038 0.067
H 0.838 -0.293 1.966 0.079
H -1.430 -0.416 -2.275 0.105
H -1.473 1.076 -3.109 0.110
H -3.080 -0.828 1.875 0.090
H -3.545 0.060 -0.841 0.076
C -3.384 1.123 -0.681 -0.151
H -1.890 4.341 0.720 0.078
O 2.308 -2.825 0.230 -0.140
H -3.021 1.605 4.782 0.089
C -0.955 4.147 1.265 -0.172
H 1.996 -3.660 -0.133 0.092
O -1.180 3.770 2.604 -0.125
O 5.200 1.607 1.748 -0.103
C -0.984 0.098 -3.138 -0.240
H -2.218 0.706 3.543 0.083
O -3.430 2.101 2.783 -0.130
H 2.723 -4.243 1.716 0.085
O 0.414 0.147 -2.910 -0.086
H 1.468 3.146 -0.611 0.060
O 2.419 3.652 -2.458 -0.107
C -3.037 -2.828 2.862 -0.247
H 3.966 -0.599 -3.386 0.132
O 3.554 -3.350 -3.830 -0.071
H 3.423 0.877 2.464 0.067
H -0.675 0.244 1.204 0.065
H 4.450 -3.288 -3.481 0.079
H -4.365 2.333 2.835 0.100
H 2.116 -2.944 -2.444 0.102
H 4.065 -3.312 1.283 0.087
H -0.547 -1.401 -4.565 0.113
H 2.827 -2.538 2.268 0.078
O 0.922 -0.198 -0.102 -0.119
H -3.815 2.666 -1.899 0.077
O 4.253 -1.492 -1.512 -0.082
H 1.592 4.120 -2.596 0.070
C -3.187 1.136 3.797 -0.145
H -3.321 -3.852 2.583 0.121
C 0.420 0.271 1.123 -0.145
H -4.020 1.445 0.147 0.066
O -3.623 -2.350 4.059 -0.061
```

No. 2
Formula: C13H48N20O11
Source: the Open Molecules 2025 dataset
Level of theory: wB97M-V/def2-TZVPD

Summary:
Gap between HOMO and LUMO (spin up / spin down): 8.65 / 3.02 eV
HOMO level (spin up / spin down): -11.248 / -11.248 eV
Charge: +1
2S+1: 2
LUMO energy (spin up / spin down): -2.6 / -8.2 eV

Structure (XYZ):
```
92
Properties=species:S:1:pos:R:3:lowdin_charge:R:1
N -1.017 2.415 -3.005 0.183
H 0.048 1.927 2.892 0.080
H 4.249 -3.579 -2.625 0.100
H -4.715 -1.921 -2.826 0.128
N -2.092 -3.205 2.097 0.245
H -1.133 3.755 6.155 0.130
H -3.118 -2.960 -3.282 0.121
O 0.884 -2.233 -4.400 0.015
N 5.538 -2.039 -0.065 0.181
N -3.095 0.510 3.742 0.193
N 4.072 -0.662 0.507 0.162
H -1.287 -1.262 -0.975 0.078
N -0.899 2.951 5.591 0.165
N 2.823 4.201 -0.699 0.160
O 2.893 -4.291 -0.669 -0.001
C -3.014 -3.176 3.061 -0.541
H -0.019 0.162 -6.206 0.082
H 4.006 3.033 3.944 0.119
H -0.357 1.159 4.367 0.111
O 2.200 1.342 2.143 0.023
H -1.203 2.021 5.842 0.104
C -3.690 -2.793 -1.436 -0.753
H 2.358 3.446 3.440 0.108
H 6.149 -2.838 0.024 0.140
C 0.197 -1.306 -4.774 -0.692
H -2.267 0.595 3.170 0.079
C 2.444 -3.776 -1.704 -0.732
N 3.096 2.773 3.592 0.187
O 4.653 -2.268 1.947 0.045
H 0.916 -3.167 -2.762 0.051
H -4.655 -0.664 1.388 0.104
H -3.106 0.463 4.751 0.132
H 1.184 1.400 -0.027 0.077
H 5.328 -1.601 -0.951 0.108
H -2.036 -3.725 -2.058 0.135
N 4.159 1.074 3.167 0.191
N -0.219 2.022 3.861 0.153
C 4.726 -1.735 0.860 -0.817
H -1.555 -0.287 -4.825 0.085
H 2.611 6.997 -1.638 0.133
N -4.692 -2.076 -1.828 0.214
H 0.452 0.518 1.846 0.030
C -0.328 3.163 4.451 -0.755
H -3.233 1.819 -5.172 0.113
N 2.993 6.125 -1.299 0.152
O -5.326 0.286 3.636 0.020
H -1.135 -3.182 2.419 0.145
C -0.497 0.264 0.168 -0.457
H 0.597 -3.930 -1.144 0.111
H 3.286 -0.311 1.036 0.068
O -3.549 -3.089 -0.261 -0.018
H 3.783 4.417 -0.474 0.114
H -5.027 -3.253 3.122 0.153
H -2.991 -0.119 1.476 0.066
N -3.901 -0.227 1.899 0.172
N 3.266 -3.367 -2.720 0.153
H -0.477 -1.864 0.554 0.099
O -0.482 0.429 1.641 -0.078
N -4.215 -3.335 2.526 0.256
O -0.684 2.016 -5.127 0.022
H 4.184 -0.396 -0.461 0.111
H 0.960 0.353 -1.374 0.097
C 0.870 0.389 -0.288 -0.062
H 2.353 3.340 -0.459 0.103
O -0.063 4.275 3.945 0.010
H -2.340 -3.061 1.129 0.061
C -4.183 0.206 3.134 -0.729
H -0.104 2.256 -2.604 0.109
O -2.762 -3.206 4.289 0.311
H -1.115 0.962 -0.398 0.139
C -1.040 -1.066 0.068 -0.085
C 3.106 1.716 2.832 -0.764
H -4.265 -3.345 1.518 0.090
H 4.751 1.342 3.939 0.132
N -2.823 2.174 -4.320 0.158
H -5.278 -1.671 -1.112 0.136
H 3.944 5.968 -0.998 0.114
H -1.725 2.477 -2.288 0.097
N 1.185 -3.521 -1.855 0.164
H -3.354 2.779 -3.710 0.112
H -2.075 -1.039 0.408 0.040
H 1.383 -0.843 -6.381 0.121
C 2.122 5.206 -1.063 -0.761
H 2.827 -3.459 -3.625 0.080
O 0.873 5.304 -1.227 -0.011
N 0.533 -0.620 -5.884 0.175
H -1.384 -1.373 -3.489 0.076
N -2.856 -3.206 -2.339 0.209
C -1.485 2.173 -4.219 -0.738
N -1.031 -1.018 -4.366 0.180
H 1.500 -0.372 0.174 0.082
H 4.399 0.233 2.661 0.092
```

No. 3
Formula: C13H50BNO25
Source: the Open Molecules 2025 dataset
Level of theory: wB97M-V/def2-TZVPD

Summary:
Gap between HOMO and LUMO: 4.89 eV
HOMO level: -2.367 eV
Charge: -2
LUMO energy: 2.5 eV

Structure (XYZ):
```
90
Properties=species:S:1:pos:R:3:lowdin_charge:R:1
H -2.355 1.393 4.083 -0.010
B 1.802 2.811 5.354 -0.838
C 0.758 4.359 3.960 -0.300
H 1.407 2.683 -3.557 -0.026
H -4.953 -1.939 -3.231 0.027
H -1.360 -2.044 -2.930 0.062
H 0.279 2.563 0.317 0.065
O 2.261 2.989 6.753 0.235
H -2.995 0.118 3.578 -0.001
O 1.200 2.875 -4.471 -0.069
H 5.384 0.775 1.857 -0.006
H -1.833 0.706 -3.025 0.060
O 4.160 0.268 5.833 0.100
H 3.504 -2.424 3.657 0.030
H -1.364 0.043 2.401 0.079
C 1.358 0.223 1.672 -0.034
H -5.181 -3.410 -3.510 0.021
H -2.124 0.070 -6.143 0.017
H 2.321 3.220 -0.967 0.034
H -1.347 4.538 -1.396 0.024
C 0.086 0.309 0.733 -0.377
H 2.157 -2.080 4.256 0.028
C -0.834 -0.559 -1.443 -0.454
O -0.006 -3.649 -5.773 -0.046
O 0.491 5.351 3.213 0.069
O 1.951 4.035 4.475 0.206
H -3.020 -1.258 1.369 0.077
O -1.452 3.278 4.299 0.080
O 0.594 0.298 -5.560 -0.047
H 1.186 0.019 2.729 0.067
C 3.414 1.261 5.863 -0.342
H 0.203 -2.396 -2.098 0.063
H -4.121 -3.233 1.624 0.018
H -4.807 -0.990 0.337 -0.010
H -0.238 -5.726 -1.469 0.026
H -0.505 -3.346 -6.531 0.025
N 0.360 -0.319 -0.606 -0.145
C -1.410 0.778 -2.023 -0.017
H -2.765 -1.361 -1.293 0.101
O -5.149 -2.770 -2.798 -0.048
O 2.650 -0.699 -3.733 -0.058
C -0.428 -1.629 -2.548 -0.024
H -1.420 3.774 -2.701 0.011
O -1.487 4.656 -2.335 -0.055
O -2.950 -0.093 -5.688 -0.037
H 4.593 1.211 3.071 0.000
O 2.654 1.713 4.863 0.219
H 1.926 -0.671 1.417 0.047
H 2.379 -3.230 -0.881 0.015
C -1.009 -0.491 1.520 -0.145
H -2.367 1.085 -1.599 0.072
H 2.755 -1.639 -3.584 0.033
H 2.009 1.887 -1.612 -0.037
O 4.385 -0.211 0.281 -0.057
O 2.277 2.782 -1.817 -0.069
H 0.983 -5.213 -2.203 0.025
O -5.324 -0.196 0.201 -0.051
H 2.161 0.958 1.610 0.078
H -0.661 1.570 -2.028 0.067
O 0.379 2.502 5.381 0.260
H 3.889 -0.653 0.970 0.007
H -0.660 -3.753 -5.081 0.019
O 3.414 1.774 8.290 0.089
H 1.180 -0.178 -4.971 -0.004
O -2.886 0.649 4.367 -0.054
C -1.902 -1.306 -0.629 -0.143
O 1.588 0.227 -1.234 -0.290
H 0.896 2.041 -4.829 -0.030
H 0.214 -1.235 -3.336 0.043
H 2.023 -1.760 -0.814 -0.019
O 2.770 -2.356 -0.868 -0.055
H -1.454 1.992 0.344 0.053
C 3.037 2.020 7.127 -0.380
H 2.300 -0.363 -2.907 -0.015
C -0.446 1.867 0.739 -0.002
C -0.252 3.346 4.631 -0.350
H 3.801 -0.218 -0.477 0.011
O 5.254 1.515 2.450 -0.057
H -5.570 0.085 1.082 0.036
C -2.317 -0.735 0.722 -0.193
O -5.039 -3.482 1.514 -0.046
H -3.012 -1.047 -5.638 0.018
H -5.013 -4.251 0.945 0.032
H -0.620 -1.404 1.971 0.116
H -0.569 2.171 1.778 0.055
O 0.693 -5.538 -1.351 -0.047
H -0.110 -0.321 -5.752 0.009
H -1.502 -2.311 -0.502 0.115
H -2.827 0.226 0.790 0.094
O 2.563 -2.525 3.512 -0.049
```

The records above yield maximum force values of 2.19 6.70 5.46 eV Å⁻¹, respectively.